P) Molecular formula: C4H12NOS
Method: DFT, the ωB97M-V functional and the def2-TZVPD basis

Last column: Löwdin charge in e.
Geometry (Å):
C1 1.1469 -0.1990 -0.6062  -0.78
H1 -0.1650 0.9742 2.2697  0.09
H2 0.1883 0.1090 -1.0926  0.05
H3 2.0727 0.6730 -5.1586  0.02
H4 -3.1399 -1.1055 2.0518  0.09
H5 1.2410 -1.2825 -0.5415  0.02
C2 -1.3162 -0.1684 1.1511  -0.36
H6 -1.5525 -1.0181 3.0440  0.11
S1 2.5394 0.4424 -1.6391  0.09
C3 1.0033 0.5244 0.7310  -0.37
H7 1.6813 0.1051 1.5348  0.10
H8 1.5659 1.5172 0.5034  0.07
H9 -2.7274 0.4007 2.7275  0.03
O1 1.3426 0.0624 -5.2791  -0.07
H10 1.3957 -0.4585 -4.5304  -0.05
H11 -0.7775 -1.0524 0.9789  0.08
H12 -1.9131 -0.0462 0.3173  0.08
C4 -2.2381 -0.4140 2.2888  -0.12
N1 -0.3474 0.9363 1.2491  -0.08

Properties
Kohn-Sham gap: 5.985 eV
HOMO level: -0.096 Ha
Net charge: -1
LUMO energy: 3.38 eV



Q) Molecular formula: C4H12NOS
Method: DFT, the ωB97M-V functional and the def2-TZVPD basis

Last column: Löwdin charge in e.
Geometry (Å):
H1 -0.2308 -2.2921 -1.7137  0.10
H2 -0.6071 2.1051 -1.0580  0.06
C1 -0.1569 -0.2841 -1.5619  -0.32
S1 0.6021 -0.8887 1.9112  0.11
O1 -1.8683 1.9246 0.8656  -0.11
H3 -2.2344 2.0101 1.6743  -0.05
H4 0.8709 2.1222 0.0742  0.09
H5 1.7866 0.4786 -1.5126  0.08
H6 1.3823 -1.7870 -1.0348  0.12
C2 -0.2987 -1.6452 0.5301  -0.81
C3 0.5241 1.9866 -1.0664  -0.21
H7 -0.5234 -2.6517 0.7454  -0.01
H8 1.1866 2.8354 -1.5775  0.09
H9 -1.3238 -1.1092 0.3133  0.06
H10 -1.0805 1.2058 0.8546  0.05
H11 -0.7325 -0.5233 -2.5356  0.11
C4 0.2376 -1.5797 -0.9494  -0.31
N1 0.8665 0.7744 -1.7651  -0.13
H12 -1.0848 0.1424 -1.0918  0.08

Properties
Kohn-Sham gap: 6.623 eV
HOMO level: -0.103 Ha
Net charge: -1
LUMO energy: 3.81 eV



R) Molecular formula: C4H12NOS
Method: DFT, the ωB97M-V functional and the def2-TZVPD basis

Last column: Löwdin charge in e.
Geometry (Å):
H1 1.0550 1.0546 2.6141  0.03
H2 -0.5955 0.1573 -2.2501  0.02
C1 -0.1146 -0.7811 -2.0589  -0.79
H3 1.3007 0.2008 -1.1189  0.08
H4 -0.8818 -1.4886 -2.0798  -0.01
H5 -0.8607 -1.2611 0.2479  0.08
H6 -1.5349 2.8281 -1.5839  -0.06
C2 0.1831 0.6097 2.2790  -0.10
O1 -1.8959 2.3839 -0.9271  -0.02
H7 0.3323 -1.6387 2.2708  0.13
S1 0.8615 -1.4685 -3.4530  0.05
C3 0.7379 -0.6603 -0.8206  -0.34
H8 -1.3403 1.6588 -0.5427  0.04
H9 -0.1389 1.3877 1.6445  0.04
H10 1.4739 -1.5612 -0.5821  0.12
N1 -0.1471 -0.6241 0.3443  -0.13
H11 1.6497 -0.7380 1.4676  0.12
H12 -0.5717 0.6758 3.0002  0.04
C4 0.4874 -0.7349 1.5489  -0.32

Properties
Kohn-Sham gap: 5.893 eV
HOMO level: -0.086 Ha
Net charge: -1
LUMO energy: 3.56 eV



The structure with the most favorable energy is P); the runner-up is 14.0 kcal/mol above it.